[1]
{
  "formula": "C24H42Cl3CrN4O3SSi",
  "method": "ωB97M-V/def2-TZVPD",
  "symbols": ["C", "C", "H", "H", "H", "C", "C", "H", "H", "H", "H", "Cr", "Cl", "Cl", "H", "H", "C", "C", "N", "H", "C", "O", "H", "H", "H", "H", "H", "H", "C", "C", "N", "H", "C", "O", "H", "H", "H", "H", "O", "C", "C", "C", "H", "C", "H", "C", "H", "C", "C", "H", "H", "H", "Si", "Cl", "C", "C", "C", "H", "H", "H", "H", "H", "H", "H", "H", "H", "C", "N", "C", "C", "N", "C", "S", "H", "H", "H", "H", "H", "H"],
  "positions_angstrom": [[-1.55, -1.85, -3.10], [-1.09, -2.80, -2.04], [-1.22, -2.13, -4.10], [-1.18, -0.83, -2.88], [-2.66, -1.79, -3.12], [-0.61, -4.03, -2.27], [-0.44, -4.66, -3.62], [-0.36, -4.68, -1.42], [-0.59, -3.95, -4.44], [-1.14, -5.50, -3.76], [0.57, -5.08, -3.71], [0.08, 0.41, 0.45], [-2.10, 0.44, 1.14], [-0.37, 1.60, -1.33], [0.62, 4.80, 3.81], [-1.35, 5.87, 2.64], [1.01, 4.54, 2.82], [-0.98, 5.49, 1.68], [-0.11, 4.34, 1.90], [1.61, 3.62, 2.88], [-0.30, 3.18, 1.28], [0.45, 2.17, 1.49], [-1.82, 5.20, 1.06], [-1.15, 3.10, 0.60], [1.63, 5.37, 2.47], [-0.43, 6.30, 1.19], [1.45, -1.27, -2.71], [2.53, -3.42, -1.26], [2.43, -0.84, -2.47], [3.36, -2.71, -1.16], [2.90, -1.34, -1.18], [2.34, 0.25, -2.44], [2.72, -0.65, -0.05], [2.10, 0.45, 0.01], [3.88, -2.90, -0.21], [3.13, -1.11, 0.86], [3.15, -1.16, -3.23], [4.05, -2.87, -2.00], [-0.04, -1.28, -0.66], [-1.08, -2.17, -0.64], [0.21, -3.82, 0.86], [-0.98, -3.17, 0.53], [1.13, -3.56, 0.33], [0.22, -4.80, 1.87], [-2.04, -1.65, -0.53], [-2.15, -3.45, 1.24], [1.15, -5.31, 2.12], [-0.97, -5.13, 2.52], [-2.16, -4.47, 2.20], [-3.05, -2.88, 1.00], [-0.98, -5.92, 3.28], [-3.10, -4.74, 2.68], [-0.31, 3.81, -3.80], [-0.35, 1.75, -4.33], [1.48, 4.23, -3.48], [-1.47, 4.36, -2.44], [-0.89, 4.78, -5.31], [1.98, 3.44, -2.91], [1.52, 5.16, -2.91], [2.00, 4.37, -4.43], [-0.21, 4.69, -6.16], [-0.94, 5.84, -5.02], [-1.89, 4.48, -5.64], [-1.33, 3.76, -1.53], [-2.52, 4.28, -2.75], [-1.26, 5.41, -2.20], [0.09, -2.55, 5.10], [-0.12, -1.11, 4.93], [-0.63, -0.23, 5.86], [-0.72, 0.99, 5.25], [-0.26, 0.82, 3.96], [0.11, -0.48, 3.74], [0.69, -1.22, 2.35], [-0.61, -3.12, 4.47], [1.12, -2.81, 4.81], [-0.08, -2.80, 6.15], [-0.88, -0.54, 6.86], [-1.06, 1.94, 5.61], [-0.23, 1.52, 3.22]],
  "lowdin_spin": [0.00, 0.00, 0.00, 0.00, 0.00, 0.00, 0.00, 0.00, 0.00, 0.00, 0.00, 2.95, 0.01, 0.01, 0.00, 0.00, 0.00, 0.00, 0.01, 0.00, 0.01, 0.01, 0.00, 0.00, 0.00, 0.00, 0.00, 0.00, 0.00, 0.00, 0.00, 0.00, 0.00, 0.02, 0.00, 0.00, 0.00, 0.00, 0.00, 0.00, 0.00, 0.00, 0.00, 0.00, 0.00, 0.00, 0.00, 0.00, 0.00, 0.00, 0.00, 0.00, 0.00, 0.00, 0.00, 0.00, 0.00, 0.00, 0.00, 0.00, 0.00, 0.00, 0.00, 0.00, 0.00, 0.00, 0.00, 0.00, 0.00, 0.00, 0.00, 0.00, -0.01, 0.00, 0.00, 0.00, 0.00, 0.00, 0.00],
  "gap_ha": [0.2880, 0.2907],
  "spin_multiplicity": 4,
  "lumo_energy_ha": [0.0087, 0.0087],
  "total_charge": 0,
  "s2": 3.79,
  "max_force_ev_per_a": 2.52
}

[2]
{
  "formula": "C29H33AuBN10O4Se",
  "method": "ωB97M-V/def2-TZVPD",
  "symbols": ["Au", "C", "C", "C", "C", "N", "N", "B", "N", "C", "C", "C", "C", "N", "N", "C", "C", "C", "C", "N", "N", "C", "C", "C", "C", "N", "H", "H", "H", "H", "H", "H", "H", "H", "H", "H", "H", "H", "H", "H", "H", "H", "H", "H", "H", "H", "O", "C", "O", "C", "C", "C", "C", "O", "C", "O", "C", "C", "H", "H", "H", "H", "H", "C", "N", "C", "C", "N", "C", "C", "Se", "H", "H", "H", "H", "H", "H", "H", "H"],
  "positions_angstrom": [[1.04, 0.39, -0.76], [0.43, -3.40, -0.16], [0.97, -2.51, 0.91], [1.02, -2.72, 2.29], [1.62, -1.59, 2.81], [1.92, -0.76, 1.81], [1.53, -1.33, 0.64], [2.65, 0.61, 1.91], [1.63, 1.77, 1.93], [1.45, 2.80, 2.78], [0.44, 3.60, 2.29], [0.04, 3.02, 1.08], [-1.02, 3.44, 0.13], [0.77, 1.92, 0.89], [3.52, 0.84, 0.64], [4.81, 1.18, 0.53], [5.11, 1.36, -0.80], [3.92, 1.13, -1.49], [3.65, 1.17, -2.96], [2.98, 0.82, -0.59], [3.51, 0.53, 3.15], [4.55, -0.34, 3.33], [4.86, -0.36, 4.66], [3.94, 0.54, 5.26], [3.78, 0.87, 6.70], [3.14, 1.05, 4.34], [-0.43, -3.94, 0.20], [1.19, -4.12, -0.47], [0.15, -2.81, -1.03], [0.69, -3.59, 2.83], [1.85, -1.34, 3.84], [2.03, 2.86, 3.68], [0.05, 4.50, 2.72], [-1.52, 4.33, 0.51], [-1.76, 2.64, 0.03], [-0.61, 3.66, -0.85], [5.43, 1.31, 1.40], [6.06, 1.62, -1.23], [4.54, 1.51, -3.49], [2.83, 1.85, -3.18], [3.39, 0.17, -3.32], [4.96, -0.90, 2.50], [5.63, -0.92, 5.15], [4.69, 1.30, 7.11], [3.58, -0.04, 7.27], [2.96, 1.57, 6.84], [-3.04, -0.23, -1.42], [-1.85, 0.02, -1.64], [-0.90, -0.18, -0.79], [-1.46, 0.52, -2.99], [-0.37, -0.08, -3.62], [-0.02, 0.26, -4.93], [-0.77, 1.24, -5.54], [-0.63, 1.78, -6.76], [-1.67, 2.74, -6.92], [-2.43, 2.75, -5.71], [-1.87, 1.84, -4.89], [-2.25, 1.48, -3.62], [0.20, -0.84, -3.10], [0.80, -0.22, -5.44], [-2.30, 2.47, -7.76], [-1.24, 3.73, -7.09], [-3.12, 1.91, -3.14], [-5.92, -1.62, 2.40], [-5.77, -2.35, 1.15], [-6.72, -3.13, 0.56], [-6.20, -3.59, -0.61], [-4.93, -3.09, -0.72], [-4.05, -3.31, -1.85], [-4.67, -2.32, 0.36], [-3.05, -1.51, 0.81], [-6.95, -1.74, 2.74], [-5.71, -0.57, 2.25], [-5.25, -2.01, 3.16], [-7.67, -3.32, 1.01], [-6.64, -4.23, -1.35], [-4.64, -3.49, -2.74], [-3.41, -4.17, -1.66], [-3.44, -2.43, -2.00]],
  "lowdin_spin": [-0.01, 0.00, 0.00, 0.00, 0.00, 0.00, 0.01, 0.00, 0.00, 0.00, 0.00, 0.00, 0.00, -0.02, 0.00, 0.00, 0.00, 0.00, 0.00, 0.00, 0.00, 0.00, 0.00, 0.00, 0.00, 0.00, 0.00, 0.00, 0.00, 0.00, 0.00, 0.00, 0.00, 0.00, 0.00, 0.00, 0.00, 0.00, 0.00, 0.00, 0.00, 0.00, 0.00, 0.00, 0.00, 0.00, 0.15, 0.01, 0.02, 0.01, 0.00, 0.00, 0.00, 0.00, 0.00, 0.00, 0.00, 0.00, 0.00, 0.00, 0.00, 0.00, 0.00, 0.01, 0.04, 0.02, 0.03, 0.03, 0.00, 0.04, 0.65, 0.00, 0.00, 0.00, 0.00, 0.00, 0.00, 0.00, 0.00],
  "gap_ha": [0.1603, 0.1561],
  "spin_multiplicity": 2,
  "lumo_energy_ha": [-0.3219, -0.3243],
  "total_charge": 2,
  "s2": 0.76,
  "max_force_ev_per_a": 1.59,
  "de_lowest_kcal_mol": 0.0
}

[3]
{
  "formula": "C43H45AuN5O2P2Si2",
  "method": "ωB97M-V/def2-TZVPD",
  "symbols": ["Au", "C", "Si", "C", "C", "N", "P", "C", "P", "N", "Si", "C", "C", "C", "C", "C", "C", "C", "C", "C", "C", "C", "C", "C", "C", "C", "C", "C", "C", "C", "C", "C", "C", "C", "C", "C", "C", "C", "H", "H", "H", "H", "H", "H", "H", "H", "H", "H", "H", "H", "H", "H", "H", "H", "H", "H", "H", "H", "H", "H", "H", "H", "H", "H", "H", "H", "H", "H", "H", "H", "H", "H", "H", "H", "H", "H", "O", "N", "O", "C", "C", "C", "C", "C", "C", "N", "C", "C", "N", "C", "C", "C", "C", "H", "H", "H", "H", "H", "H", "H"],
  "positions_angstrom": [[0.02, -0.44, 0.65], [3.64, -2.02, -1.17], [3.55, -0.65, 0.12], [5.01, 0.54, -0.04], [3.54, -1.39, 1.85], [2.02, 0.14, -0.18], [1.67, 1.72, -0.12], [0.02, 1.59, 0.34], [-1.66, 1.76, -0.03], [-2.07, 0.21, -0.01], [-3.53, -0.64, -0.42], [-3.58, -2.05, 0.85], [-5.09, 0.43, -0.34], [-3.42, -1.26, -2.19], [-2.44, 2.71, 1.31], [-3.17, 2.03, 2.28], [-3.77, 2.74, 3.31], [-3.64, 4.12, 3.37], [-2.91, 4.80, 2.40], [-2.30, 4.10, 1.37], [-2.10, 2.62, -1.55], [-1.33, 2.42, -2.70], [-1.75, 2.92, -3.91], [-2.96, 3.60, -4.00], [-3.74, 3.80, -2.87], [-3.31, 3.31, -1.64], [2.56, 2.58, 1.21], [3.54, 3.55, 1.02], [4.26, 4.02, 2.10], [4.03, 3.53, 3.37], [3.05, 2.56, 3.57], [2.32, 2.09, 2.50], [2.07, 2.55, -1.67], [2.49, 1.76, -2.74], [2.86, 2.36, -3.93], [2.79, 3.74, -4.07], [2.34, 4.52, -3.02], [1.98, 3.94, -1.81], [4.53, -2.64, -1.03], [3.69, -1.61, -2.18], [2.76, -2.66, -1.11], [5.94, -0.02, -0.16], [5.10, 1.16, 0.85], [4.90, 1.19, -0.91], [4.37, -2.09, 1.98], [2.61, -1.93, 2.04], [3.63, -0.61, 2.61], [-3.28, -1.69, 1.83], [-2.89, -2.84, 0.56], [-4.58, -2.48, 0.92], [-5.18, 0.99, 0.59], [-5.96, -0.21, -0.44], [-5.10, 1.13, -1.17], [-2.50, -1.81, -2.39], [-3.46, -0.41, -2.88], [-4.27, -1.92, -2.41], [-3.26, 0.96, 2.22], [-4.35, 2.23, 4.07], [-4.12, 4.68, 4.17], [-2.82, 5.88, 2.45], [-1.73, 4.61, 0.61], [-0.39, 1.88, -2.62], [-1.15, 2.78, -4.80], [-3.29, 3.99, -4.95], [-4.68, 4.32, -2.94], [-3.91, 3.46, -0.76], [3.75, 3.92, 0.02], [5.02, 4.78, 1.95], [4.61, 3.89, 4.21], [2.86, 2.18, 4.57], [1.55, 1.34, 2.63], [2.52, 0.69, -2.61], [3.20, 1.74, -4.76], [3.09, 4.20, -5.00], [2.29, 5.60, -3.13], [1.63, 4.55, -0.99], [0.34, -7.34, 2.98], [0.17, -6.54, 3.88], [0.13, -6.85, 5.06], [0.02, -5.11, 3.55], [-0.13, -4.29, 4.62], [-0.26, -2.88, 4.46], [-0.44, -2.01, 5.55], [-0.56, -0.67, 5.32], [-0.48, -0.20, 4.00], [-0.29, -1.00, 2.98], [-0.19, -2.33, 3.17], [-0.03, -3.20, 2.03], [0.01, -2.62, 0.80], [0.10, -3.38, -0.28], [0.14, -4.76, -0.20], [0.11, -5.38, 1.02], [0.04, -4.60, 2.20], [-0.14, -4.71, 5.61], [-0.49, -2.42, 6.55], [-0.71, 0.03, 6.13], [-0.57, 0.86, 3.78], [0.12, -2.85, -1.22], [0.20, -5.35, -1.11], [0.14, -6.45, 1.09]],
  "lowdin_charge": [1.04, -0.17, 0.36, -0.15, -0.16, -0.32, 0.69, -0.45, 0.69, -0.31, 0.35, -0.17, -0.16, -0.17, -0.30, -0.10, -0.07, -0.07, -0.07, -0.09, -0.28, -0.07, -0.07, -0.06, -0.06, -0.09, -0.29, -0.08, -0.07, -0.07, -0.07, -0.10, -0.31, -0.09, -0.06, -0.07, -0.06, -0.10, 0.03, 0.03, 0.00, 0.04, 0.02, 0.03, 0.04, 0.00, 0.02, 0.01, 0.01, 0.03, 0.02, 0.04, 0.02, 0.02, 0.03, 0.03, 0.09, 0.11, 0.11, 0.11, 0.11, 0.09, 0.11, 0.11, 0.11, 0.11, 0.10, 0.11, 0.11, 0.11, 0.07, 0.09, 0.11, 0.11, 0.11, 0.11, 0.09, -0.33, 0.10, -0.05, 0.08, -0.12, 0.02, -0.01, -0.10, 0.06, -0.16, -0.14, -0.01, -0.12, -0.01, 0.04, -0.04, 0.14, 0.13, 0.12, 0.11, 0.12, 0.12, 0.11],
  "gap_ha": [0.2324, 0.2324],
  "lumo_energy_ha": [-0.1343, -0.1343],
  "total_charge": 1,
  "max_force_ev_per_a": 2.16
}

[4]
{
  "formula": "C3H11NO3",
  "method": "ωB97M-V/def2-TZVPD",
  "symbols": ["C", "C", "O", "N", "C", "O", "H", "H", "H", "H", "H", "H", "H", "H", "H", "H", "H", "O"],
  "positions_angstrom": [[-0.59, 0.74, 1.28], [-0.60, -0.83, 1.05], [-0.04, -1.78, 1.88], [0.56, 1.34, 0.77], [0.83, 1.37, -0.67], [1.06, 0.18, -1.39], [-1.56, 1.05, 0.64], [-0.89, 1.15, 2.32], [-0.12, -1.09, 0.06], [-1.59, -1.26, 1.01], [0.62, -1.65, 2.67], [1.37, 1.34, 1.42], [-0.13, 1.55, -1.28], [1.53, 2.23, -0.87], [2.04, -0.15, -1.43], [-0.54, -2.12, -2.45], [-0.89, -0.61, -2.25], [-1.06, -1.47, -2.76]],
  "nbo_charge": [-0.25, -0.09, -0.77, -0.67, 0.08, -0.76, 0.19, 0.21, 0.18, 0.17, 0.48, 0.38, 0.17, 0.18, 0.48, 0.46, 0.49, -0.95],
  "gap_ha": 0.3547,
  "smiles": "OCCNCO.O",
  "lumo_energy_ha": 0.0203,
  "total_charge": 0,
  "max_force_ev_per_a": 5.76,
  "de_lowest_kcal_mol": 86.3
}

[5]
{
  "formula": "CH2O2",
  "method": "ωB97M-V/def2-TZVPD",
  "symbols": ["O", "C", "O", "H", "H"],
  "positions_angstrom": [[0.81, 0.78, 0.39], [-0.11, 0.31, -0.20], [-0.48, -0.97, -0.01], [-0.66, 0.81, -1.01], [-1.23, -1.22, -0.56]],
  "nbo_charge": [-0.54, 0.64, -0.68, 0.09, 0.48],
  "gap_ha": 0.4236,
  "smiles": "O=CO",
  "lumo_energy_ha": 0.0207,
  "total_charge": 0,
  "max_force_ev_per_a": 0.83,
  "de_lowest_kcal_mol": 3.8
}